Record 1
12 unconnected molecules or ions with the total composition C29H53BCl4N3O32, computed with wB97M-V/def2-TZVPD.

- total energy (eV) = -151684.8808
- orbital gap (eV) = 9.92
- LUMO (eV) = 1.902
- energy relative to the best compared isomer or geometry (same formula, charge and spin) (eV) = 0.198

Structure (ORCA input):
```
! wB97M-V def2-TZVPD RIJCOSX def2/J DEFGRID3
* xyz -1 1
H -0.63821 7.41753 0.88697
H 4.47659 -0.01468 -2.14281
H 1.93616 3.64424 -2.10654
H -1.43143 -3.37316 3.02863
C -3.09915 -4.38919 -2.41604
H 4.91495 1.21690 -1.13057
O 2.16430 -5.61749 -3.09529
O 6.19891 -0.42436 -1.01513
H -0.03380 -3.85308 -0.57065
H -6.58434 4.62808 -2.37879
H 3.16010 2.38608 -1.89424
C 0.49143 -5.37088 -5.29492
H -5.36763 -4.02409 2.36132
H -3.79497 -3.74411 -2.95250
H -2.21064 3.86845 4.78473
H 4.61519 -3.67707 2.87166
H -7.52049 5.83685 -1.46140
C -0.14446 -1.64568 3.56139
H -3.73432 2.30704 1.58360
O 1.88923 -4.82519 -5.19810
C 6.23726 -1.69041 -1.43067
H 5.29167 -4.08549 1.28842
O 2.66275 -5.18355 1.12683
H -2.84580 -0.53862 -1.77959
O -0.28477 -0.75805 -1.83619
Cl -2.48362 -2.43781 4.75340
H -8.22690 4.30216 -1.95385
Cl 0.42100 4.95791 2.69533
C -3.54216 -0.20311 -2.54811
O -1.61200 1.04322 1.89625
H -4.49636 -0.72951 -2.52603
O -0.17411 -0.11571 0.53124
H 0.58642 6.07940 0.42760
H 5.37285 -2.46452 2.01104
C -4.05130 3.31935 1.33287
H -3.57320 1.10609 3.95325
N -0.61927 6.86514 -1.12612
O 3.68352 -4.15663 -4.10144
O -4.09500 -4.93184 1.01247
C -1.15994 4.59279 3.27269
N -3.77095 1.23622 -2.63948
C -7.31614 4.77324 -1.58412
H -3.88836 4.03764 2.13637
O 6.10539 4.72998 -1.36352
O -3.76179 -2.84570 0.01440
Cl 0.37401 -0.83770 5.08295
O 0.31307 1.48233 -1.01386
C 7.44818 -3.68939 -1.01785
H 3.55691 -6.41316 -1.76299
O 2.92642 -2.10535 -1.83955
C 2.96158 3.35966 -2.34237
H 0.36554 -6.41694 -5.57422
H -3.06080 -0.41027 -3.50387
O -5.10657 3.18147 5.00168
N -5.11212 1.99069 5.13356
H 5.25130 6.56432 -0.91078
O -0.25717 6.12397 -1.93373
C -0.41087 6.50842 0.33027
O 5.69858 3.52100 -3.13908
C -5.86982 4.51928 0.30120
O 0.31711 -2.57052 -3.24256
O 1.27548 -3.39566 1.02532
H 3.10233 -4.68922 -1.38998
C 4.73408 -3.33192 1.84460
C 5.27245 4.06949 -2.15031
C 5.72378 5.71848 -0.41136
O -6.12062 1.33318 5.42232
O 5.78601 -2.12053 -2.49491
H -4.02290 0.28037 5.45239
O -7.00160 4.14614 -0.38854
O 3.93739 4.19027 -1.68687
C -1.20866 4.29625 4.81814
C 2.63561 -4.77007 -4.07253
H 0.10818 -5.27993 -4.27858
H -2.26744 -3.68519 -2.44303
H -2.94457 -5.26351 -3.04831
C -4.33885 -4.37492 2.27984
C -0.84852 0.94960 0.99872
Cl -0.24009 2.96821 5.35566
H 2.06243 -5.96571 -1.11593
H 8.17206 -3.76302 -1.82945
C 2.80069 -5.63248 -1.84533
H -1.28203 5.15897 5.48028
H -3.78902 -3.49858 2.62305
H -3.49205 3.71338 0.48429
H -1.47401 3.71950 2.70100
O -0.84495 3.22647 0.13333
H -0.76765 -3.78873 1.01635
O -4.51003 1.60655 -3.53975
O -0.94173 8.00684 -1.44074
O 7.13609 -2.32353 -0.66479
H 7.90890 -4.22822 -0.18989
H 0.76300 -1.97471 3.05509
C 2.48290 -3.94884 1.18522
O -3.15163 1.95924 -1.92702
B 0.43937 0.02494 -0.81287
H 5.11985 5.18149 0.32009
C -1.03391 -2.89179 3.92213
C 1.92028 -1.42298 -1.76295
C -3.81547 -4.10052 -0.06361
C 0.52702 -1.62780 -2.44754
H 0.28688 -5.13750 0.63822
H -0.63466 -0.93231 2.89889
H 6.59716 6.14734 0.07995
O 3.40944 -2.94129 1.34924
H 6.52577 -4.25763 -1.13762
C -3.78110 1.24847 5.01373
H -1.14060 5.74338 0.59544
H -2.94383 1.55897 5.63876
H 3.14147 3.28388 -3.41475
O -3.50993 -4.87400 -1.14923
O 1.79321 -0.52656 -0.83497
H -4.32434 -5.21386 2.97559
C 0.14112 -4.06843 0.48344
C 5.37904 0.48803 -1.79502
H -0.11663 -4.62233 -5.80292
C -0.47137 2.03735 -0.04245
O -5.28263 5.55026 0.23155
H -1.90274 5.27910 2.86607
H 5.83625 0.95828 -2.66560
H -0.50330 -3.67361 4.46557
O -5.45335 3.42474 0.93938
*
```

Record 2
A molecular structure, C12H37AsN2Si3Sn, computed with wB97M-V/def2-TZVPD.

- total energy (eV) = -106316.2910
- orbital gap (eV) = 8.56
- LUMO (eV) = -6.546

Structure (ORCA input):
```
! wB97M-V def2-TZVPD RIJCOSX def2/J DEFGRID3
* xyz 2 1
C -4.35099 -0.50124 -1.10921
C -4.29681 0.84809 -1.78881
C 2.97419 -2.40904 1.54591
H -4.34556 0.74118 -2.86919
H -1.98789 1.68545 -3.07801
H 3.61934 -3.21903 1.18704
C -3.16700 1.82443 -1.39366
H 1.43996 -4.51560 -0.35130
H 0.47007 3.55383 2.30093
H 2.37842 2.49859 -3.02467
H -3.04961 -1.92367 -0.33155
H 2.21486 -3.41648 -1.52704
H -0.11706 -2.81332 2.76788
Si 1.31975 -2.40195 0.66112
C 0.44001 2.83250 1.47007
H 0.28428 -3.63150 -1.32461
H -4.81008 -1.22205 -1.83680
C 1.55758 2.05411 -2.41335
C 3.11469 -0.64495 -2.19624
C 0.99903 0.34099 3.39463
C 3.57770 1.57631 -0.08870
H 0.80156 1.69172 -3.15308
H -1.00881 -2.42687 1.31520
H -2.51597 0.75885 1.63465
H -2.04574 1.89007 2.79928
H -2.79948 -0.48473 0.26105
Sn -1.22710 -0.82972 -2.14236
H 3.51399 -1.46252 1.45582
N -2.98958 -0.94902 -0.65905
H 4.58897 1.28698 -0.36948
H 4.00211 -1.09632 -1.69831
H -3.46693 2.87666 -1.61591
N -1.94069 1.42646 -2.08612
H -2.98967 1.88199 -0.31932
H 0.44625 -0.41449 3.96826
H 2.68059 -2.60429 2.59542
C -1.76791 0.94191 2.44087
H 3.51656 1.09593 0.92381
H 3.53525 2.61920 0.05471
C -0.12260 -3.01202 1.69056
H -0.35648 -4.06802 1.56414
H -0.37237 3.19934 0.86142
H 1.30544 3.02861 0.92286
H 1.15091 1.07636 4.16209
H 2.00440 -0.07484 3.22300
As 0.45228 -0.21253 -0.11080
H 1.12744 2.94639 -1.84769
H -1.18896 1.91931 -1.67484
Si 0.03562 1.09410 1.98600
H -5.01407 -0.48018 -0.17564
C 1.34337 -3.56279 -0.85901
Si 2.36210 0.83283 -1.29211
H 3.44669 -0.34882 -3.17981
H 2.33497 -1.42207 -2.31862
H -5.19226 1.40233 -1.56888
H -1.91476 0.22354 3.21748
*
```

Record 3
C5H8S in the gas phase, computed with wB97M-V/def2-TZVPD.

- total energy (eV) = -16145.3839
- orbital gap (eV) = 8.52
- LUMO (eV) = 0.608
- energy relative to the best compared isomer or geometry (same formula, charge and spin) (eV) = 4.253

Structure (ORCA input):
```
! wB97M-V def2-TZVPD RIJCOSX def2/J DEFGRID3
* xyz 0 1
C -1.51186 0.24032 0.51581
H -0.86698 0.98225 0.96124
H 3.01191 0.75119 0.95239
C 2.48354 0.95618 0.02478
H -2.47099 0.12995 1.00275
S 0.93304 -1.26208 0.08002
C -0.87810 -0.98865 -0.05099
H -0.70001 0.64629 -1.49639
H -2.32225 -0.17970 -1.52754
C 1.51902 0.24224 -0.51741
H -1.38183 -1.94141 0.04490
H 0.80252 -1.46867 1.47361
C -1.42909 0.04717 -0.96797
H 2.81108 1.84492 -0.49522
*
```

Record 4
C8H6O in the gas phase, computed with wB97M-V/def2-TZVPD.

- total energy (eV) = -10434.8590
- orbital gap (eV) = 9.48
- LUMO (eV) = 0.829
- SMILES string = C#C/C=C\O/C=C\C#C
- energy relative to the best compared isomer or geometry (same formula, charge and spin) (eV) = 4.430

Structure (ORCA input):
```
! wB97M-V def2-TZVPD RIJCOSX def2/J DEFGRID3
* xyz 0 1
C 0.64297 -0.94960 -1.20032
C -1.38292 -0.34744 0.86140
O 0.10002 -1.82274 -0.29843
C 1.71910 0.64750 0.40622
H 1.71286 0.67493 -1.72864
C 2.34976 1.10494 1.35894
C -2.61884 1.12864 -0.96664
H -2.95247 1.74357 -1.76300
H 2.81442 1.51683 2.20433
H -1.88893 -0.15875 1.82817
H 0.59305 -1.23373 -2.27685
C -1.99290 0.42808 -0.17839
C -0.43142 -1.25895 0.86742
H 0.00211 -1.63699 1.77617
C 1.33318 0.16372 -0.89038
*
```

What is the LUMO in the third record? 0.608 eV

What is the formula in the second record? C12H37AsN2Si3Sn

The lowest total energy belongs to which entry? C29H53BCl4N3O32

Which of these has the highest orbital gap? C29H53BCl4N3O32